Entry from OMol25: C39H32AgN5O6STe as an isolated structure (ωB97M-V/def2-TZVPD).

Positions of all 85 atoms, in Å:
1 Ag 1.362 1.540 -0.268
2 C -3.859 -0.771 4.517
3 C -2.795 -0.585 3.463
4 C -1.897 -1.604 3.139
5 C -0.892 -1.424 2.216
6 C 0.107 -2.514 2.003
7 O 1.287 -2.361 2.224
8 C -0.380 -3.870 1.537
9 C 0.537 -4.916 1.493
10 C 0.149 -6.175 1.067
11 C -1.165 -6.402 0.672
12 C -2.082 -5.362 0.703
13 C -1.691 -4.100 1.135
14 C -0.735 -0.199 1.471
15 O 0.133 -0.136 0.559
16 C -1.650 0.865 1.840
17 C -2.627 0.624 2.815
18 C -1.564 2.217 1.265
19 N -0.824 2.513 0.266
20 C -0.754 3.877 -0.249
21 C -0.668 3.846 -1.768
22 Te -2.483 3.201 -2.723
23 C -2.369 1.155 -2.220
24 C -3.356 0.589 -1.419
25 C -3.289 -0.758 -1.086
26 C -2.233 -1.533 -1.544
27 C -1.240 -0.967 -2.329
28 C -1.313 0.374 -2.677
29 C -2.381 3.292 1.937
30 C -3.699 3.532 1.566
31 C -4.421 4.558 2.157
32 C -3.831 5.357 3.129
33 C -2.514 5.123 3.501
34 C -1.793 4.096 2.906
35 H -3.961 -1.824 4.786
36 H -4.835 -0.420 4.171
37 H -3.625 -0.220 5.434
38 H -1.977 -2.563 3.649
39 H 1.559 -4.708 1.782
40 H 0.874 -6.980 1.029
41 H -1.470 -7.384 0.330
42 H -3.103 -5.529 0.382
43 H -2.401 -3.284 1.146
44 H -3.305 1.430 3.075
45 H 0.169 4.327 0.132
46 H -1.596 4.505 0.051
47 H 0.123 3.173 -2.099
48 H -0.462 4.839 -2.167
49 H -4.166 1.201 -1.039
50 H -4.046 -1.187 -0.438
51 H -2.162 -2.578 -1.272
52 H -0.388 -1.554 -2.652
53 H -0.528 0.807 -3.287
54 H -4.153 2.916 0.797
55 H -5.445 4.741 1.853
56 H -4.393 6.160 3.590
57 H -2.042 5.746 4.252
58 H -0.761 3.916 3.185
59 O 5.684 5.329 -2.694
60 C 5.543 4.211 -3.370
61 O 6.127 4.030 -4.423
62 C 4.668 3.133 -2.814
63 C 4.603 1.891 -3.409
64 N 3.725 1.152 -2.736
65 N 3.186 1.827 -1.714
66 C 3.733 3.043 -1.739
67 C 3.343 4.026 -0.647
68 O 3.983 5.109 -0.597
69 O 2.434 3.696 0.133
70 H 5.073 5.346 -1.854
71 H 5.132 1.509 -4.266
72 H 3.389 0.215 -3.042
73 C 5.475 -4.299 -1.283
74 C 4.072 -4.104 -1.795
75 C 3.054 -4.990 -1.461
76 C 1.803 -4.681 -1.972
77 N 1.561 -3.628 -2.729
78 C 2.605 -2.803 -3.012
79 S 2.303 -1.408 -3.971
80 N 3.865 -3.039 -2.552
81 H 5.650 -5.335 -0.988
82 H 5.642 -3.659 -0.414
83 H 6.192 -4.008 -2.049
84 H 3.227 -5.859 -0.839
85 H 0.946 -5.315 -1.752

Forces on atoms 1 to 6 (eV/Å):
Ag 0.1 -0.2 -0.1
C 0.0 0.0 0.0
C 0.0 0.0 0.1
C 0.0 0.0 0.0
C 0.0 0.0 -0.1
C 0.0 0.0 0.0

Properties
LUMO: 3.62 eV
Kohn-Sham gap: 6.08 eV
energy relative to the best compared isomer or geometry (same formula, charge and spin): 16.25 kJ/mol
HOMO: -2.5 eV
charge: -2